1.
Computed, not measured: a 12-piece molecular cluster, C45H96O18S3 overall at a distorted geometry, with wB97M-V/def2-TZVPD.

## Properties
HOMO-LUMO gap in eV: 9.5
Total energy in Ha: -4320.7876
HOMO energy in Ha: -0.338
LUMO level in eV: 0.36
Structure (SMILES): CCOS(C)(=O)=O.CCOS(C)(=O)=O.CCOS(C)(=O)=O.C1CCOC1.C1CCOC1.C1CCOC1.C1CCOC1.C1CCOC1.C1CCOC1.C1CCOC1.C1CCOC1.C1CCOC1
ΔE to the lowest compared entry with this formula, charge and spin in eV: 0.000

```
162
Properties=species:S:1:pos:R:3:lowdin_charge:R:1
C -2.300 1.482 4.733 -0.1406
C -3.157 2.666 4.326 -0.1537
C -3.669 3.378 5.579 -0.1688
O -3.192 2.537 6.650 -0.1395
C -2.861 1.260 6.141 -0.2157
H -1.220 1.601 4.829 0.0965
H -2.420 0.544 4.186 0.0864
H -4.065 2.299 3.831 0.1131
H -2.694 3.360 3.624 0.0861
H -4.745 3.495 5.710 0.1154
H -3.194 4.359 5.651 0.1113
H -3.782 0.656 6.121 0.1093
H -2.209 0.668 6.785 0.1228
C 3.527 3.538 4.176 -0.1550
C 3.029 2.164 3.802 -0.1901
C 1.712 2.030 4.607 -0.1813
O 1.308 3.378 4.861 -0.1482
C 2.204 4.299 4.212 -0.1938
H 4.223 3.954 3.447 0.1143
H 3.936 3.448 5.182 0.1207
H 3.674 1.361 4.175 0.1072
H 2.863 1.925 2.750 0.0798
H 1.918 1.401 5.470 0.1201
H 0.954 1.671 3.910 0.0780
H 2.287 5.329 4.558 0.1238
H 1.790 4.388 3.199 0.1038
C 0.190 1.068 1.427 -0.1567
C -0.057 -0.431 1.243 -0.1296
C 0.497 -0.576 -0.180 -0.2015
O -0.026 0.559 -0.850 -0.1855
C -0.237 1.665 0.061 -0.1397
H 1.271 1.238 1.490 0.0837
H -0.262 1.642 2.237 0.0975
H -1.149 -0.511 1.229 0.1074
H 0.359 -1.163 1.933 0.1059
H 0.022 -1.397 -0.730 0.0898
H 1.575 -0.563 -0.379 0.1132
H -1.295 1.900 -0.003 0.1220
H 0.517 2.412 -0.177 0.1095
C 5.189 1.632 0.577 -0.1638
C 5.690 0.277 0.132 -0.1662
C 5.599 0.455 -1.386 -0.1843
O 4.443 1.270 -1.574 -0.1222
C 3.973 1.793 -0.340 -0.2001
H 5.944 2.387 0.344 0.1213
H 5.027 1.661 1.657 0.1002
H 4.965 -0.484 0.434 0.0696
H 6.698 0.078 0.494 0.1216
H 5.584 -0.497 -1.917 0.1075
H 6.537 0.928 -1.704 0.1180
H 3.159 1.169 0.052 0.1001
H 3.635 2.829 -0.304 0.1095
C -2.710 -2.727 -0.496 -0.1304
C -3.159 -1.420 -1.193 -0.1300
C -4.186 -1.936 -2.197 -0.2248
O -3.821 -3.252 -2.532 -0.1527
C -3.373 -3.855 -1.303 -0.1622
H -2.919 -2.787 0.568 0.0820
H -1.648 -2.914 -0.659 0.0704
H -2.329 -0.942 -1.712 0.0956
H -3.684 -0.731 -0.532 0.1097
H -4.235 -1.374 -3.136 0.1014
H -5.216 -1.853 -1.822 0.1241
H -2.716 -4.693 -1.513 0.0962
H -4.344 -4.193 -0.920 0.1238
C -1.755 6.610 2.622 -0.1345
C -2.969 5.931 1.951 -0.1818
C -2.405 4.895 0.993 -0.1821
O -1.306 4.402 1.771 -0.1679
C -0.689 5.496 2.409 -0.2005
H -2.025 6.901 3.635 0.1016
H -1.528 7.535 2.091 0.1026
H -3.661 6.647 1.494 0.1119
H -3.574 5.481 2.741 0.0982
H -1.980 5.228 0.045 0.1115
H -3.270 4.241 0.864 0.1201
H 0.134 5.853 1.785 0.1171
H -0.334 5.202 3.398 0.1045
C 0.616 -5.526 1.456 -0.1479
C 0.604 -4.693 0.165 -0.1479
C 0.055 -5.631 -0.924 -0.1538
O -0.510 -6.760 -0.212 -0.1315
C 0.296 -6.928 0.930 -0.2163
H -0.162 -5.002 2.021 0.0982
H 1.524 -5.552 2.057 0.1078
H 1.650 -4.550 -0.124 0.0763
H 0.169 -3.699 0.207 0.0825
H 0.843 -6.070 -1.543 0.1076
H -0.697 -5.246 -1.607 0.0927
H 1.265 -7.339 0.608 0.1196
H -0.056 -7.597 1.713 0.1224
C -3.697 -2.050 3.093 -0.1482
C -2.364 -2.408 3.781 -0.1754
C -2.818 -3.039 5.078 -0.1851
O -3.877 -2.159 5.458 -0.1699
C -4.673 -1.867 4.318 -0.1802
H -4.003 -2.913 2.505 0.0967
H -3.638 -1.110 2.550 0.0958
H -1.721 -1.533 3.868 0.0918
H -1.814 -3.099 3.134 0.0954
H -2.128 -2.917 5.914 0.1239
H -3.192 -4.065 5.010 0.1244
H -4.961 -0.816 4.383 0.1029
H -5.574 -2.484 4.350 0.1143
C 0.141 -2.247 -4.042 -0.1473
C -1.136 -2.601 -4.781 -0.1748
C -1.118 -4.126 -4.715 -0.1846
O 0.270 -4.455 -4.726 -0.1510
C 1.102 -3.285 -4.604 -0.1788
H 0.094 -2.488 -2.974 0.1071
H 0.459 -1.207 -4.108 0.1137
H -1.101 -2.280 -5.826 0.1053
H -2.056 -2.164 -4.392 0.0906
H -1.507 -4.545 -5.646 0.1199
H -1.663 -4.471 -3.833 0.1015
H 1.468 -3.072 -5.613 0.1209
H 1.936 -3.488 -3.933 0.0939
O 0.121 6.007 -1.522 -0.2786
S 1.336 5.442 -2.031 0.6028
O 2.416 5.059 -1.136 -0.2912
O 0.903 4.146 -2.899 -0.2511
C 1.745 3.022 -3.035 -0.2651
C 2.915 3.281 -3.983 -0.0681
C 1.929 6.540 -3.285 -0.1022
H 1.173 2.186 -3.432 0.1014
H 2.126 2.655 -2.079 0.0893
H 3.565 2.460 -4.285 0.0812
H 3.611 4.059 -3.658 0.0683
H 2.544 3.678 -4.937 0.0815
H 2.583 5.941 -3.911 0.0481
H 2.484 7.296 -2.739 0.0802
H 1.020 6.778 -3.830 0.0789
O -5.135 0.059 -5.589 -0.2783
S -3.963 0.060 -6.413 0.6015
O -3.890 1.056 -7.453 -0.2847
O -2.659 0.162 -5.456 -0.2901
C -2.691 1.145 -4.402 -0.2551
C -1.283 1.620 -4.116 -0.0497
C -3.675 -1.564 -7.158 -0.1040
H -3.365 0.789 -3.616 0.1070
H -3.314 2.001 -4.700 0.1195
H -0.791 1.085 -3.299 0.0558
H -1.104 2.682 -3.981 0.0750
H -0.736 1.282 -5.002 0.0898
H -4.568 -1.759 -7.747 0.0728
H -3.663 -2.277 -6.333 0.0596
H -2.754 -1.667 -7.721 0.0726
O 3.456 -2.767 -1.757 -0.2880
S 4.422 -3.780 -1.442 0.6021
O 5.826 -3.482 -1.662 -0.2879
O 4.175 -4.336 0.050 -0.2798
C 4.683 -3.540 1.125 -0.2452
C 3.765 -2.352 1.465 -0.0630
C 4.001 -5.363 -2.245 -0.0750
H 5.704 -3.175 0.977 0.1153
H 4.833 -4.247 1.942 0.1227
H 4.179 -1.790 2.300 0.0875
H 2.763 -2.697 1.722 0.0725
H 3.663 -1.733 0.574 0.0383
H 2.930 -5.390 -2.032 0.0377
H 4.441 -6.111 -1.596 0.0721
H 4.184 -5.262 -3.306 0.0783
```

---

2.
Computed, not measured: C45H98Cl13F3O21Pt as an isolated structure at a distorted geometry, with wB97M-V/def2-TZVPD.

## Properties
2S+1: 3
HOMO-LUMO gap (alpha / beta) in eV: 8.9 / 7.9
Total energy in Ha: -9754.1548
HOMO energy (alpha / beta) in Ha: -0.315 / -0.329
LUMO level (alpha / beta) in eV: 0.31 / -1.06
ΔE to the lowest compared entry with this formula, charge and spin in eV: 0.000

```
181
Properties=species:S:1:pos:R:3:lowdin_spin:R:1
Pt -1.813 2.645 -1.371 1.5061
C -1.196 4.316 -3.573 0.0174
O 0.052 3.936 -2.822 0.0482
O -2.311 3.753 -2.981 0.0811
C -1.307 5.830 -3.527 0.0015
F -2.392 6.173 -4.290 0.0007
F -1.456 6.417 -2.349 0.0007
F -0.211 6.376 -4.152 0.0008
C 1.040 3.377 -3.724 0.0021
C 2.315 2.868 -2.960 0.0004
H 2.937 2.270 -3.627 0.0001
H 2.892 3.733 -2.590 0.0000
H 1.952 2.250 -2.135 0.0001
H 1.362 4.140 -4.458 0.0010
H 0.609 2.606 -4.352 0.0004
H -1.217 4.138 -4.624 0.0015
Cl 0.027 0.587 -0.293 0.0073
O 0.260 0.618 -1.724 0.0284
O 0.885 1.442 0.473 0.0016
O -1.433 1.004 -0.135 0.0289
O 0.059 -0.713 0.254 0.0068
C 5.501 1.334 0.802 0.0000
Cl 4.785 2.873 0.251 0.0000
Cl 7.244 1.397 0.856 0.0000
H 5.122 1.170 1.805 0.0000
H 5.266 0.625 -0.008 0.0000
Cl 2.643 -5.653 -1.669 0.0000
C 1.129 -4.708 -2.020 0.0000
C 1.046 -3.590 -1.065 0.0000
Cl 0.635 -4.004 0.639 0.0000
H 0.253 -5.404 -2.002 0.0000
H 1.232 -4.308 -3.015 0.0000
H 0.307 -2.858 -1.379 0.0000
H 1.998 -3.070 -1.148 0.0000
Cl 0.558 -4.306 -6.731 0.0000
C -1.024 -3.694 -7.240 0.0000
C -1.257 -2.396 -6.520 0.0000
Cl -1.097 -2.604 -4.760 0.0000
H -1.843 -4.384 -6.942 0.0000
H -1.126 -3.534 -8.296 0.0000
H -2.284 -1.996 -6.736 0.0000
H -0.573 -1.595 -6.738 0.0000
Cl 2.009 1.263 5.779 0.0000
C 2.528 1.619 4.023 0.0000
C 1.648 2.608 3.256 0.0000
Cl 1.846 4.277 3.868 0.0000
H 2.582 0.642 3.497 0.0000
H 3.553 1.876 4.252 0.0000
H 0.621 2.328 3.496 0.0000
H 1.923 2.608 2.172 0.0000
Cl -4.398 1.582 5.998 0.0000
C -2.636 1.420 6.110 0.0000
C -2.002 2.742 6.060 0.0000
Cl -1.869 3.371 4.392 0.0002
H -2.302 0.747 5.365 0.0000
H -2.433 1.039 7.113 0.0000
H -0.995 2.581 6.407 0.0000
H -2.491 3.528 6.651 0.0000
Cl 0.211 -0.102 -8.801 0.0000
C 0.998 1.361 -8.285 0.0000
C -0.030 2.484 -8.044 0.0000
Cl -1.269 2.251 -6.713 0.0002
H 1.566 1.660 -9.146 0.0000
H 1.599 1.092 -7.421 0.0000
H -0.585 2.608 -8.955 0.0000
H 0.530 3.412 -7.738 0.0000
C 6.294 -3.104 -4.198 0.0000
O 5.661 -1.987 -4.821 0.0000
C 4.885 -2.408 -5.982 0.0000
C 3.968 -1.294 -6.521 0.0000
O 3.244 -0.500 -5.612 0.0000
C 2.278 -1.299 -4.894 0.0000
C 2.275 -1.057 -3.378 0.0001
O 3.385 -1.663 -2.739 0.0000
C 4.383 -0.738 -2.343 0.0000
H 5.588 -3.687 -3.621 0.0000
H 6.971 -2.660 -3.432 0.0000
H 6.806 -3.799 -4.905 0.0000
H 4.305 -3.281 -5.732 0.0000
H 5.570 -2.720 -6.770 0.0000
H 3.370 -1.817 -7.261 0.0000
H 4.585 -0.567 -7.078 0.0000
H 2.369 -2.384 -5.050 0.0000
H 1.247 -1.034 -5.279 0.0000
H 1.343 -1.496 -2.964 0.0000
H 2.249 0.056 -3.237 0.0000
H 4.797 -0.218 -3.235 0.0000
H 5.217 -1.279 -1.887 0.0000
H 3.974 -0.069 -1.580 0.0000
C -3.391 0.456 -3.755 0.0027
O -3.447 0.881 -2.417 0.0528
C -4.655 1.370 -1.908 0.0016
C -4.504 1.792 -0.452 0.0012
O -3.768 3.017 -0.260 0.1164
C -3.416 3.095 1.147 0.0033
C -2.413 4.205 1.368 0.0018
O -1.179 3.885 0.771 0.0716
C -0.244 4.946 0.867 0.0034
H -3.763 -0.542 -3.978 0.0012
H -2.360 0.380 -4.015 0.0007
H -3.805 1.274 -4.387 -0.0003
H -5.418 0.624 -1.975 0.0006
H -4.995 2.211 -2.442 -0.0002
H -4.108 0.955 0.208 -0.0002
H -5.514 1.924 -0.018 0.0016
H -3.001 2.128 1.425 0.0001
H -4.360 3.278 1.670 0.0025
H -2.265 4.327 2.422 0.0009
H -2.804 5.148 0.965 -0.0001
H -0.507 5.562 1.748 0.0014
H -0.349 5.550 -0.004 0.0005
H 0.755 4.463 0.975 0.0002
C -3.726 0.068 9.720 0.0000
O -3.754 -0.822 8.640 0.0000
C -3.421 -2.115 8.932 0.0000
C -3.800 -2.926 7.729 0.0000
O -3.084 -2.468 6.606 0.0000
C -3.926 -2.182 5.491 0.0000
C -3.032 -2.031 4.307 0.0000
O -2.027 -1.094 4.584 0.0000
C -1.320 -0.787 3.390 0.0000
H -2.700 0.053 10.141 0.0000
H -4.422 -0.161 10.468 0.0000
H -3.820 1.096 9.445 0.0000
H -3.848 -2.506 9.872 0.0000
H -2.314 -2.343 9.033 0.0000
H -4.867 -2.847 7.423 0.0000
H -3.658 -4.006 7.905 0.0000
H -4.624 -1.346 5.608 0.0000
H -4.612 -3.033 5.265 0.0000
H -3.678 -1.794 3.406 0.0000
H -2.551 -2.986 4.028 0.0000
H -1.015 -1.735 2.896 0.0000
H -0.356 -0.429 3.716 0.0000
H -1.790 -0.210 2.593 0.0000
C -8.540 0.781 -0.288 0.0000
O -7.294 0.159 -0.439 0.0003
C -7.329 -1.145 0.146 0.0000
C -5.977 -1.798 0.029 0.0000
O -5.069 -1.222 1.023 0.0000
C -3.754 -1.486 0.610 0.0000
C -3.350 -2.953 0.440 0.0000
O -3.680 -3.638 -0.726 0.0000
C -2.795 -3.287 -1.785 0.0000
H -8.561 1.797 -0.742 0.0000
H -8.667 0.981 0.753 0.0000
H -9.438 0.238 -0.741 0.0000
H -8.024 -1.801 -0.462 0.0000
H -7.568 -1.052 1.177 0.0000
H -5.549 -1.668 -0.977 0.0000
H -6.068 -2.865 0.201 0.0000
H -3.055 -1.121 1.366 0.0000
H -3.587 -0.956 -0.312 0.0000
H -3.784 -3.529 1.320 0.0000
H -2.229 -2.920 0.564 0.0000
H -3.185 -3.725 -2.689 0.0000
H -1.796 -3.631 -1.613 0.0000
H -2.757 -2.235 -1.900 0.0000
C 3.854 -3.146 1.215 0.0000
O 5.112 -2.525 0.948 0.0000
C 6.092 -2.823 1.909 0.0000
C 5.945 -2.162 3.277 0.0000
O 6.246 -0.799 3.236 0.0000
C 6.575 -0.209 4.528 0.0000
C 7.332 1.040 4.360 0.0000
O 6.347 1.986 3.962 0.0000
C 6.798 3.370 3.737 0.0000
H 3.728 -3.543 2.218 0.0000
H 3.614 -3.854 0.434 0.0000
H 3.046 -2.490 1.041 0.0000
H 7.024 -2.431 1.462 0.0000
H 6.254 -3.906 2.072 0.0000
H 6.657 -2.758 3.872 0.0000
H 4.907 -2.321 3.527 0.0000
H 7.210 -0.885 5.086 0.0000
H 5.678 -0.099 5.159 0.0000
H 8.128 0.824 3.597 0.0000
H 7.847 1.322 5.333 0.0000
H 6.859 3.900 4.697 0.0000
H 5.966 3.805 3.137 0.0000
H 7.750 3.404 3.141 0.0000
```